--- a ---
2 unconnected molecules or ions with the total composition C4H11N2, computed with ωB97M-V/def2-TZVPD.

Computed properties:
**Net charge**: +1
**Spin multiplicity**: 1
**Frontier orbital gap**: 12.128 eV
**LUMO energy**: -0.103 hartree

Cartesian coordinates (Å):
C 1.40 0.96 -0.72
C 1.63 0.79 0.72
C 0.91 -1.37 -0.23
C -3.03 -0.03 -0.07
N -2.01 0.29 0.59
N 0.60 -0.01 0.07
H 0.87 1.81 -1.13
H 2.13 0.51 -1.39
H 2.49 0.17 0.95
H 1.23 1.51 1.38
H 1.85 -1.47 -0.75
H 0.98 -1.70 0.79
H 0.23 -1.93 -0.84
H -2.69 -0.34 -1.05
H -4.05 -0.08 0.02
H -2.18 0.70 1.45
H -0.37 0.19 0.21

=====

--- b ---
2 unconnected molecules or ions with the total composition C4H11N2, computed with ωB97M-V/def2-TZVPD.

Computed properties:
**Net charge**: +1
**Spin multiplicity**: 1
**Frontier orbital gap**: 10.105 eV
**LUMO energy**: -0.168 hartree

Cartesian coordinates (Å):
C 1.71 0.46 -1.16
C 1.27 0.04 0.25
C 0.04 -1.95 0.09
N -0.02 -0.69 0.31
H 2.64 0.99 -1.04
H 1.70 -0.45 -1.79
H 0.94 1.05 -1.66
H 1.26 0.89 0.94
H 2.00 -0.63 0.68
H 0.80 -2.50 0.69
H -0.68 -2.49 -0.51
C -1.79 0.31 0.08
N -1.41 1.63 0.55
H -2.39 -0.40 0.66
H -1.81 0.08 -0.97
H -0.68 1.98 -0.04
H -1.04 1.56 1.51

=====

--- c ---
2 unconnected molecules or ions with the total composition C4H11N2, computed with ωB97M-V/def2-TZVPD.

Computed properties:
**Net charge**: +1
**Spin multiplicity**: 1
**Frontier orbital gap**: 9.908 eV
**LUMO energy**: -0.126 hartree

Cartesian coordinates (Å):
C 1.43 1.37 0.18
C 1.15 1.73 -1.08
N 2.01 2.26 -1.98
N 0.40 0.64 0.94
H 2.33 1.54 0.74
H 0.18 1.42 -1.46
H 1.59 2.67 -2.80
H 2.80 2.78 -1.64
H 0.23 1.07 1.84
H 0.63 -0.35 1.09
H -0.49 0.61 0.44
C -2.71 -2.65 0.70
C -1.39 -2.57 0.52
H -3.30 -1.81 1.04
H -3.21 -3.60 0.62
H -0.84 -1.64 0.50
H -0.81 -3.47 0.36

=====

Most stable structure, least stable structure: c, b.

=====

--- a ---
2 unconnected molecules or ions with the total composition C4H11N2, computed with ωB97M-V/def2-TZVPD.

Computed properties:
**Net charge**: +1
**Spin multiplicity**: 1
**Frontier orbital gap**: 7.082 eV
**LUMO energy**: -0.187 hartree

Cartesian coordinates (Å):
C 1.71 -1.78 -1.01
C 0.81 -1.43 -0.09
N 1.08 -0.88 1.17
H 2.77 -1.72 -0.82
H 1.38 -2.17 -1.96
H -0.24 -1.53 -0.33
H 2.04 -1.06 1.46
H 0.47 -1.24 1.89
C -1.45 0.89 -1.19
C -1.23 1.67 1.14
N -0.74 1.45 -0.01
H -0.71 0.50 -1.87
H -1.96 1.74 -1.64
H -2.15 0.13 -0.85
H -2.24 1.33 1.36
H -0.66 2.23 1.87
H 0.26 1.62 -0.13

=====

--- b ---
A gas-phase ion, C4H11N2 (charge +1), computed with ωB97M-V/def2-TZVPD.

Computed properties:
**Net charge**: +1
**SMILES**: CC(=[NH2+])N(C)C
**Spin multiplicity**: 1
**Frontier orbital gap**: 11.460 eV
**LUMO energy**: -0.117 hartree

Cartesian coordinates (Å):
C -0.17 0.76 0.32
C -0.65 0.69 1.78
C 0.66 -0.29 -1.64
C 0.33 -1.63 0.33
N 0.14 -0.37 -0.30
N -0.26 1.87 -0.42
H -0.88 1.73 2.13
H -1.51 0.10 1.62
H 0.13 0.22 2.42
H -0.01 0.21 -2.47
H 1.49 0.45 -1.73
H 0.82 -1.38 -2.00
H -0.50 -2.24 -0.04
H 1.31 -2.02 0.02
H 0.18 -1.50 1.45
H -0.17 1.73 -1.35
H -0.33 2.71 0.09

=====

Most stable structure, least stable structure: b, a.

=====

--- a ---
2 unconnected molecules or ions with the total composition C4H11N2, computed with ωB97M-V/def2-TZVPD.

Computed properties:
**Net charge**: +1
**Spin multiplicity**: 1
**Frontier orbital gap**: 10.619 eV
**LUMO energy**: -0.119 hartree

Cartesian coordinates (Å):
C 1.00 1.20 -0.15
C -0.48 1.34 0.22
C 0.77 -0.28 -0.30
C -1.62 -0.94 -0.10
N 1.79 -1.03 0.17
N -0.51 -0.17 0.54
H 1.26 1.70 -0.97
H 1.56 1.49 0.66
H -0.90 1.83 1.14
H -1.23 1.65 -0.52
H 0.22 -0.64 -1.82
H -2.64 -0.75 0.28
H -1.79 -0.47 -1.00
H -1.21 -1.88 -0.05
H 2.63 -0.55 0.08
H 1.69 -1.98 0.37
H -0.54 -0.52 1.46

=====

--- b ---
A gas-phase ion, C4H11N2 (charge +1), computed with ωB97M-V/def2-TZVPD.

Computed properties:
**Net charge**: +1
**SMILES**: C=C(N)CC[NH3+]
**Spin multiplicity**: 1
**Frontier orbital gap**: 9.329 eV
**LUMO energy**: -0.126 hartree

Cartesian coordinates (Å):
C -1.27 0.71 -0.47
C -0.81 -0.02 0.78
C 0.46 -0.77 0.43
C 1.68 -0.38 0.77
N 0.24 -1.82 -0.47
N -0.16 1.76 -0.78
H -2.14 1.35 -0.32
H -1.26 0.10 -1.36
H -1.60 -0.71 1.05
H -0.60 0.61 1.64
H 2.56 -0.87 0.37
H 1.81 0.34 1.55
H 1.09 -2.27 -0.79
H -0.32 -2.61 -0.20
H -0.03 2.44 -0.02
H -0.38 2.31 -1.61
H 0.72 1.27 -0.83

=====

--- c ---
2 unconnected molecules or ions with the total composition C4H11N2, computed with ωB97M-V/def2-TZVPD.

Computed properties:
**Net charge**: +1
**Spin multiplicity**: 1
**Frontier orbital gap**: 10.890 eV
**LUMO energy**: -0.123 hartree

Cartesian coordinates (Å):
C 1.35 -1.37 -0.40
C -2.55 -0.32 0.47
C 2.44 0.66 0.23
C -0.64 0.96 -0.18
N -1.58 0.16 -0.48
N 1.25 -0.14 -0.17
H 0.33 -1.95 -0.69
H 2.17 -2.05 -0.42
H -2.40 -1.51 0.51
H -2.26 0.01 1.52
H -3.47 0.07 -0.01
H 2.94 1.10 -0.55
H 3.17 0.03 0.61
H 2.05 1.40 1.04
H -0.19 1.55 -0.97
H -0.74 1.37 0.89
H -1.88 0.03 -1.41

=====

Most stable structure, least stable structure: b, a.

=====

--- a ---
2 unconnected molecules or ions with the total composition CH2O2S, computed with ωB97M-V/def2-TZVPD.

Computed properties:
**SMILES**: O=S1#CO1.[H][H]
**Spin multiplicity**: 1
**Frontier orbital gap**: 8.803 eV
**LUMO energy**: -0.020 hartree

Cartesian coordinates (Å):
C -0.51 0.53 0.64
O -0.68 -2.02 1.40
O -1.53 0.22 0.10
S -0.36 -1.26 0.23
H 1.37 1.50 -0.97
H 1.71 1.02 -1.40

=====

--- b ---
2 unconnected molecules or ions with the total composition CH2O2S, computed with ωB97M-V/def2-TZVPD.

Computed properties:
**Spin multiplicity**: 1
**Frontier orbital gap (alpha / beta)**: 9.168 / 9.167 eV
**LUMO energy (alpha / beta)**: -0.055 / -0.055 hartree

Cartesian coordinates (Å):
C -0.02 0.89 0.28
O -1.56 -1.01 -0.67
O 0.81 -1.07 -1.33
S -0.21 -0.61 -0.44
H 1.63 0.78 1.02
H -0.66 1.02 1.14

=====

Most stable structure, least stable structure: a, b.

=====

--- a ---
CH2O2S in the gas phase, computed with ωB97M-V/def2-TZVPD.

Computed properties:
**SMILES**: OC(O)=S
**Spin multiplicity**: 1
**Frontier orbital gap**: 10.253 eV
**LUMO energy**: 0.021 hartree

Cartesian coordinates (Å):
C -0.12 -0.01 -0.03
H 0.62 -1.87 0.00
H -0.28 1.73 0.26
O 0.88 -0.96 -0.06
O 0.49 1.25 -0.10
S -1.60 -0.14 -0.07

=====

--- b ---
CH2O2S in the gas phase, computed with ωB97M-V/def2-TZVPD.

Computed properties:
**SMILES**: OC(O)=S
**Spin multiplicity**: 1
**Frontier orbital gap**: 9.745 eV
**LUMO energy**: 0.009 hartree

Cartesian coordinates (Å):
C 0.38 -0.13 0.08
H -0.08 1.76 -0.18
H -1.35 -1.09 0.20
O -0.52 0.95 -0.01
O -0.41 -1.33 -0.07
S 1.99 -0.16 -0.01

=====

--- c ---
2 unconnected molecules or ions with the total composition CH2O2S, computed with ωB97M-V/def2-TZVPD.

Computed properties:
**Spin multiplicity**: 1
**Frontier orbital gap (alpha / beta)**: 6.443 / 6.450 eV
**LUMO energy (alpha / beta)**: -0.045 / -0.045 hartree

Cartesian coordinates (Å):
C 1.26 0.52 -0.43
O -1.81 -0.28 0.19
O -0.64 -0.88 -0.15
S 2.51 0.05 0.31
H 0.70 1.23 -0.99
H -2.01 -0.64 1.07

=====

Most stable structure, least stable structure: b, c.